Record 1
C29H46BrIrNOP2 as an isolated structure, computed with ωB97M-V/def2-TZVPD.

**Charge**: +4
**Multiplicity**: 6
**Kohn-Sham gap (spin up / spin down)**: 5.339 / 3.015 eV

Last column: Mulliken charge in e.
CARTESIAN COORDINATES (ANGSTROEM)
C -3.32125 -2.47264 -2.45482  -0.35
C -2.36942 -1.65010 -3.07442  1.07
C -2.51544 -1.43731 -4.46512  -0.09
C -3.44868 -2.19484 -5.17439  -0.63
N -4.25102 -3.06901 -4.57564  0.11
C -4.24688 -3.16926 -3.24976  -0.51
C -1.30172 -1.07008 -2.24178  -0.68
C -0.55481 -1.47717 -1.17032  0.38
C -0.08571 -2.51095 -0.26205  -0.24
C -0.15261 -2.31454 1.15993  -0.01
C 1.01992 -2.54028 1.89306  0.12
C 2.18529 -2.98935 1.21134  -0.58
C 1.96867 -3.75602 0.02932  -0.58
C 0.85550 -3.45965 -0.74187  -0.66
Ir -0.14308 0.36222 -1.68839  0.65
P -1.05166 1.54009 0.04568  0.47
H -1.96469 -0.63552 -4.93695  0.55
H -3.44820 -2.56958 -1.36992  0.47
H -3.56752 -2.11545 -6.25011  0.45
H -4.97406 -3.85601 -2.81472  0.44
H 0.71337 -3.95249 -1.69240  0.66
H -1.05457 -2.00939 1.70079  0.56
H 2.66532 -4.52131 -0.29953  0.55
H 1.13582 -2.38958 2.98551  0.33
C 0.43396 1.81231 1.12461  1.37
C 0.71870 3.28994 1.36840  -1.28
H 1.24591 1.33071 0.54419  -1.30
H 0.31918 1.24936 2.07781  0.16
H 1.66548 3.39033 1.91713  0.42
H 0.82700 3.84214 0.42975  0.29
H -0.07707 3.75074 1.97367  0.32
C -1.37194 2.71312 -1.38232  -0.23
C -2.84022 3.16192 -1.63630  -1.32
H -1.02523 2.12097 -2.29620  0.16
H -0.76863 3.64315 -1.28340  0.53
H -2.86447 3.93553 -2.41509  0.42
H -3.43077 2.34102 -2.03371  0.33
H -3.27102 3.62149 -0.71742  0.28
C -2.46555 1.34440 1.16811  -0.12
C -2.92210 2.62932 1.92865  -1.15
H -2.17607 0.58701 1.92405  0.17
H -3.29891 0.93905 0.55834  0.51
H -3.89997 2.46490 2.40972  0.45
H -2.20991 2.89642 2.72491  0.27
H -3.00511 3.50886 1.27482  0.24
Br 3.88613 -2.68295 1.83084  0.18
P 2.36696 0.83187 -2.29376  -0.06
C 1.86799 2.56212 -2.23168  0.83
C 2.98154 3.58575 -1.96336  -1.36
H 1.09249 2.56836 -1.43985  -0.99
H 1.38811 2.76449 -3.20822  0.53
H 2.54728 4.57200 -1.75777  0.44
H 3.61991 3.32387 -1.10738  0.32
H 3.63972 3.68499 -2.83424  0.42
C 2.96255 0.28274 -0.64950  0.77
C 4.41671 -0.22756 -0.65921  -1.49
H 2.25909 -0.50996 -0.34045  -0.51
H 2.90354 1.10529 0.08536  0.49
H 4.77999 -0.44968 0.35579  0.38
H 4.49227 -1.15056 -1.24484  0.38
H 5.08153 0.52900 -1.10154  0.45
C 1.75326 -0.51810 -3.33553  0.45
C 1.93342 -0.87155 -4.81417  -1.46
H 0.60678 -0.28497 -3.28252  -0.30
H 1.94170 -1.40020 -2.70718  0.28
H 1.31306 -1.75616 -5.03460  0.39
H 1.65149 -0.04219 -5.47618  0.38
H 2.94501 -1.19974 -5.06169  0.41
C -0.51427 -2.05394 6.44612  -0.64
C 0.15371 -0.69553 6.72547  -0.61
C -0.06876 0.12479 5.44583  -0.37
O -0.54843 -0.73142 4.38822  -0.21
C -0.79671 -2.04740 4.94223  -0.22
H 0.12749 -2.88624 6.72831  0.29
H -1.45029 -2.13952 6.99188  0.30
H 1.22109 -0.81511 6.90801  0.26
H -0.28703 -0.19463 7.58759  0.31
H -0.81532 0.91942 5.62650  0.29
H 0.85661 0.61302 5.09785  0.27
H -0.14501 -2.78523 4.43604  0.11
H -1.83944 -2.33953 4.72440  0.31

=====

Record 2
C29H46F3IN7O9PS3Ti as an isolated structure, computed with ωB97M-V/def2-TZVPD.

**Charge**: 0
**Kohn-Sham gap**: 7.400 eV

Last column: Mulliken charge in e.
CARTESIAN COORDINATES (ANGSTROEM)
Ti 1.26374 1.49995 -0.10352  0.28
N 0.42719 -1.59618 0.87988  0.40
N 0.68480 -2.03724 -0.42846  0.97
C 0.80136 -1.20531 -1.46572  -0.16
N 0.99519 -1.79878 -2.63494  -0.07
N 0.71496 0.12355 -1.27447  0.36
N 0.03806 0.90160 -2.50944  0.30
O 0.80626 2.68276 -1.15260  -0.50
O 0.60913 0.82224 -3.49711  -0.44
H 0.74078 -2.35340 1.48341  0.20
H -0.59229 -1.48868 0.99096  -1.09
H 0.67160 -3.03611 -0.61244  -0.46
H 1.09446 -2.83112 -2.59218  0.19
H 1.20560 -1.27304 -3.46129  0.22
C -4.62287 0.72979 -3.43328  -1.03
S -2.98621 0.84712 -2.69268  0.27
C -2.75144 2.63281 -2.74479  -0.88
H -5.34702 1.29404 -2.84449  0.24
H -4.90854 -0.32093 -3.42433  0.30
H -4.62084 1.08672 -4.46268  0.38
H -2.56935 2.98611 -3.75927  0.37
H -1.89370 2.87182 -2.11709  0.13
H -3.63012 3.13233 -2.33574  0.34
C -2.10479 -3.01730 3.48627  -2.10
C -2.99299 -1.81602 3.14985  2.50
C -4.36542 -1.99534 3.79748  -1.74
C -2.34049 -0.55667 3.73943  -2.09
P -2.96978 -1.52534 1.28936  1.25
C -4.22459 -0.20932 1.09790  0.28
C -3.72099 1.08652 0.98656  -0.59
C -4.56963 2.18035 0.88272  -0.68
C -5.94187 1.98878 0.85939  -0.78
C -6.46017 0.70243 0.95126  -0.77
C -5.60970 -0.38434 1.08033  -0.29
C -3.60055 -3.03558 0.36361  2.40
C -4.09745 -2.53115 -0.99858  -2.00
C -4.68347 -3.89882 1.01288  -1.81
C -2.36464 -3.91429 0.09816  -2.13
H -1.97309 -3.07641 4.57040  0.53
H -1.11045 -2.92480 3.04006  0.29
H -2.53821 -3.96081 3.15482  0.30
H -4.24694 -2.01581 4.88535  0.52
H -4.84552 -2.92681 3.50262  0.30
H -5.03318 -1.16800 3.55657  0.33
H -2.22926 -0.67804 4.82074  0.66
H -2.94968 0.33115 3.56236  0.34
H -1.35075 -0.37423 3.31290  0.13
H -2.64969 1.23784 0.97427  0.32
H -4.14961 3.17556 0.81176  0.61
H -6.60989 2.83637 0.77061  0.39
H -7.53154 0.54624 0.93359  0.48
H -6.03802 -1.37387 1.16985  0.16
H -5.06542 -2.03563 -0.92437  0.38
H -4.19681 -3.38037 -1.67964  0.55
H -3.39030 -1.82424 -1.44323  0.16
H -5.56648 -3.33174 1.30455  0.21
H -4.31186 -4.42189 1.89440  0.38
H -5.00236 -4.66062 0.29553  0.51
H -1.65245 -3.39128 -0.54379  0.14
H -2.65869 -4.82806 -0.42366  0.63
H -1.85188 -4.21208 1.01464  0.22
N 3.68491 -2.54103 3.17036  -0.45
C 3.30462 -3.28927 2.05508  0.75
C 2.31764 -4.27125 2.15128  -0.92
C 1.89728 -4.96144 1.01844  -0.05
C 2.45876 -4.69219 -0.21915  -0.59
C 3.45617 -3.72775 -0.31505  -0.58
C 3.86426 -3.02286 0.80208  -0.41
S 1.90287 -5.53492 -1.69402  1.32
O 0.89785 -6.46874 -1.24006  -0.72
O 3.09210 -6.09696 -2.28633  -0.71
O 1.33725 -4.43069 -2.49847  -0.80
H 3.51932 -2.99117 4.05658  0.22
H 4.62165 -2.17197 3.11858  0.26
H 1.88715 -4.50144 3.12043  0.31
H 1.13928 -5.73306 1.08289  0.56
H 3.91136 -3.53506 -1.27896  0.47
H 4.65355 -2.28196 0.71591  0.47
O 2.15036 0.10220 1.37253  -0.15
H 2.97474 -0.36882 1.19326  0.12
H 1.45001 -0.60922 1.38954  0.27
I 4.40599 2.55243 2.10706  0.12
C 4.39543 2.55681 0.02368  0.06
C 5.42739 3.22581 -0.62174  -0.62
C 5.52078 3.14312 -1.99623  -0.22
C 4.59636 2.37735 -2.68902  -1.11
C 3.59202 1.76690 -1.97414  0.06
N 3.46765 1.85676 -0.63570  0.21
H 6.14323 3.78786 -0.04133  0.40
H 6.31457 3.66066 -2.51836  0.41
H 4.63936 2.26428 -3.76215  0.45
H 2.83554 1.18098 -2.47742  0.40
F 0.40417 3.65370 4.28589  -0.22
C 0.02651 2.55352 3.64053  0.61
F -1.14923 2.15176 4.11296  -0.21
F 0.92770 1.59617 3.85777  -0.19
S -0.10094 2.91253 1.84142  1.05
O 1.25033 3.31015 1.44261  -0.61
O -1.17036 3.83610 1.70122  -0.69
O -0.32694 1.54924 1.25645  0.43

=====

Record 3
C29H46N3O2P2Ti as an isolated structure, computed with ωB97M-V/def2-TZVPD.

**Charge**: -1
**Multiplicity**: 3
**Kohn-Sham gap (spin up / spin down)**: 4.777 / 6.068 eV

Last column: Mulliken charge in e.
CARTESIAN COORDINATES (ANGSTROEM)
Ti 0.45833 1.06776 0.90549  -0.66
C 1.00365 -3.38451 3.83681  -1.59
C 0.34482 -2.03254 3.53336  0.51
C 0.69831 -0.93914 4.54884  -1.51
P 0.53917 -1.35879 1.84174  2.31
C -0.01358 -2.70730 0.70412  1.64
C -1.39423 -3.20615 1.14685  -1.75
C 0.96018 -3.85501 0.44517  -1.63
C 2.33777 -1.15248 1.50017  0.94
C 3.42260 -1.40110 2.32672  -1.17
C 4.69871 -0.94657 1.99998  -0.94
C 4.89642 -0.22582 0.83706  -0.85
C 3.82285 0.03993 -0.00083  -0.46
C 2.54954 -0.42115 0.31508  -0.61
N 1.40824 -0.11690 -0.48221  0.95
C 1.26360 -0.66969 -1.73608  -0.58
C 2.21309 -1.54696 -2.30409  -1.15
C 2.01198 -2.11882 -3.54818  -0.94
C 0.86223 -1.85278 -4.28201  -1.08
C -0.08644 -1.00790 -3.72000  0.07
C 0.07218 -0.40938 -2.47186  0.35
P -1.14643 0.71971 -1.68549  1.21
C -2.51925 -0.40489 -1.15011  2.07
C -3.64817 0.46274 -0.58744  -1.42
C -3.03251 -1.50927 -2.07385  -1.59
C -1.78528 1.81278 -3.03486  0.66
C -2.77868 1.28869 -4.07061  -1.49
C -0.59837 2.51068 -3.70158  -1.43
H 1.14234 -3.49440 4.91673  0.46
H 1.97673 -3.50919 3.36260  0.26
H 0.38026 -4.21497 3.50158  0.27
H -0.73933 -2.16176 3.59408  0.57
H 1.75815 -0.67789 4.52261  0.26
H 0.45584 -1.28137 5.55901  0.56
H 0.13330 -0.03005 4.34393  0.17
H -0.14836 -2.18085 -0.24163  -0.74
H -1.31691 -3.89190 1.99562  0.35
H -1.87785 -3.74702 0.32800  0.42
H -2.05508 -2.38467 1.43982  0.38
H 1.00720 -4.54241 1.29266  0.32
H 1.96981 -3.49510 0.24271  0.30
H 0.63460 -4.42566 -0.43025  0.44
H 3.28793 -1.93827 3.25562  0.21
H 5.52882 -1.15032 2.66475  0.40
H 5.88296 0.14518 0.58693  0.39
H 3.95456 0.62036 -0.90638  0.50
H 3.11473 -1.77717 -1.75025  0.34
H 2.76622 -2.78833 -3.94847  0.35
H 0.70123 -2.29693 -5.25612  0.44
H -0.99515 -0.81496 -4.27583  0.11
H -2.04972 -0.89416 -0.28992  -1.54
H -4.10857 1.06885 -1.37557  0.23
H -3.28482 1.12006 0.20525  0.22
H -4.43099 -0.17028 -0.15836  0.48
H -3.74290 -1.12748 -2.80977  0.30
H -3.56020 -2.26576 -1.48192  0.43
H -2.22767 -2.01693 -2.60808  0.37
H -2.31047 2.57562 -2.44908  0.50
H -2.33347 0.56009 -4.74902  0.21
H -3.12729 2.12602 -4.68553  0.49
H -3.65508 0.83377 -3.61177  0.23
H -0.03435 1.80884 -4.32138  0.28
H 0.08594 2.93568 -2.96259  0.24
H -0.95511 3.32057 -4.34596  0.44
C -0.66183 5.05618 -0.14229  -1.76
C -0.52799 3.66971 0.40000  0.11
N 0.50584 2.86227 0.06491  0.71
O 1.38817 3.46375 -0.89226  -0.75
C -1.45918 3.10153 1.27608  0.49
C -2.63901 3.81841 1.85336  -2.07
N -1.19643 1.79481 1.60229  1.34
O -2.01654 1.09886 2.37619  -0.87
H -0.22248 5.12021 -1.13673  0.40
H -0.14633 5.79142 0.48564  0.28
H -1.71146 5.34867 -0.19685  0.40
H 1.91342 2.69752 -1.15436  0.32
H -3.25955 4.29512 1.08615  0.37
H -2.34947 4.59692 2.56798  0.42
H -3.24279 3.08221 2.38399  0.39
C 1.65175 1.81105 2.55976  -1.14
H 1.11783 1.71459 3.51326  0.28
H 1.83794 2.87640 2.40846  0.37
H 2.63004 1.32800 2.69817  0.24

=====

The records above yield relative energy (zero: lowest compared OMol25 entry of this formula, charge and spin) values of 1.296 1.155 0.995 eV, respectively.